[1]
Below is one molecule with the formula C4H11NOS at a distorted geometry, with properties calculated with the ωB97M-V functional and the def2-TZVPD basis.

Cartesian coordinates (Å):
S: -1.80965 -0.77143 -1.01222
O: 3.20629 -0.34130 -0.89688
N: 1.02361 0.40345 -0.00926
C: 2.20886 -0.42342 0.13094
C: 0.24270 0.36307 1.17883
C: -0.96630 1.30111 1.07277
C: -2.20616 0.45154 0.54380
H: -0.75557 2.14064 0.26530
H: -1.42855 -1.85322 -0.20423
H: 0.01872 -0.70775 1.45294
H: 3.49942 0.58199 -0.90496
H: 2.66506 -0.32977 1.08325
H: 0.58057 0.33372 -0.89348
H: -2.68347 1.22828 -0.12283
H: -2.73078 -0.28118 1.15630
H: 0.91877 0.64418 1.92304
H: -1.26308 1.71958 2.03686
H: 1.64320 -1.38114 0.08509

Values from the calculation:
Lowest unoccupied orbital energy (eV): 0.841
Energy relative to the best compared isomer or geometry (same formula, charge and spin) (kcal per mole): 64.6
Frontier orbital gap (eV): 9.26
HOMO level (eV): -8.42
Energy (Eh): -687.1064

=====

[2]
Below is C28H20F11I2N3O6STc as an isolated structure at a distorted geometry, with properties calculated with the ωB97M-V functional and the def2-TZVPD basis.

Cartesian coordinates (Å):
I: -1.28521 5.14017 -4.03328
I: 0.37084 5.21502 -0.83369
Tc: 0.56547 2.38222 -1.09553
S: -2.36934 2.63215 -1.64663
F: 6.37840 2.81022 1.44132
F: 5.66207 4.23797 -0.80945
F: 2.49987 -0.44868 -3.63091
F: 1.02998 0.50402 -5.88080
F: 4.52088 1.14273 2.58688
F: 3.22838 3.98947 -1.85121
F: -0.02149 0.26003 -4.02361
F: 2.04800 0.96463 1.58358
F: 3.74287 1.11999 -2.86224
F: 3.74041 0.67413 -4.96380
F: -0.28322 2.04613 -5.18711
O: -2.19396 -8.04823 4.94289
O: -1.12762 2.28829 -2.38822
O: -2.32924 4.00284 -1.18196
O: 1.45810 2.30159 -2.84048
O: -0.31211 2.61733 0.55918
O: -2.65068 1.64483 -0.62720
N: -1.34566 -2.95914 3.08926
N: 0.16550 0.41819 -0.53134
N: -1.78975 -1.80881 3.29954
C: -1.88998 0.53291 3.04155
C: -1.07182 -6.50060 3.61924
C: 0.61591 1.15649 -4.77697
C: 0.14885 6.08942 -2.80067
C: 4.20682 1.85843 1.49811
C: 0.05646 -1.95877 -0.63536
C: -2.08868 -6.76222 4.55004
C: -0.80972 1.63028 1.20255
C: -0.53051 0.35625 0.62345
C: 4.79086 3.40613 -0.22417
C: -2.68884 -4.43002 4.51965
C: -0.91355 -0.84463 1.24167
C: 2.93091 1.77181 0.95082
C: -1.53171 1.69336 2.40974
C: 2.31665 2.96130 -4.99327
C: 1.81145 1.84599 -4.05491
C: -0.61375 -2.03073 0.56955
C: -0.84007 -5.22757 3.17895
C: -1.63965 -4.15363 3.62420
C: 2.95385 0.78786 -3.88919
C: 2.51196 2.46207 -0.18567
C: -1.55160 -0.74610 2.53840
C: 5.15403 2.69398 0.91509
C: -2.89239 -5.70862 4.99037
C: 0.43567 -0.72194 -1.14286
C: 3.50897 3.26663 -0.74209
C: -3.22559 -8.43657 5.82243
C: -3.64610 2.48779 -2.91795
H: 0.29674 -2.85090 -1.19176
H: -3.15717 -9.52183 5.89910
H: -1.77834 2.65650 2.82910
H: -4.20750 -8.16018 5.42848
H: -2.41614 0.57572 3.98313
H: -0.16445 7.12287 -2.66904
H: 1.11804 6.03306 -3.28988
H: 1.53869 3.71496 -5.08129
H: -3.33710 3.07801 -3.76997
H: -0.03656 -5.01962 2.49086
H: -3.68983 1.43856 -3.17181
H: 3.20447 3.41809 -4.56428
H: -3.67998 -5.88366 5.70640
H: -3.09928 -8.00159 6.81884
H: -3.30956 -3.61984 4.86603
H: 0.96135 -0.66457 -2.07683
H: -0.92059 -2.97840 0.98388
H: -4.59395 2.83906 -2.53489
H: -0.48234 -7.33228 3.27081
H: 2.54261 2.54968 -5.97475

Values from the calculation:
Lowest unoccupied orbital energy (alpha / beta) (eV): -2.306 / -2.197
Frontier orbital gap (alpha / beta) (eV): 5.19 / 5.34
HOMO level (alpha / beta) (eV): -7.50 / -7.54
Multiplicity: 2
Energy (Eh): -3867.5247
⟨S²⟩: 1.2479

=====

[3]
Below is C44H46BrF2N3O2W as an isolated structure at a distorted geometry, with properties calculated with the ωB97M-V functional and the def2-TZVPD basis.

Cartesian coordinates (Å):
W: 0.17220 -0.34227 0.40304
Br: -8.17969 -0.15812 -1.91972
F: 4.14660 0.13137 3.77256
F: 5.50018 -0.54103 -0.59874
O: -1.69530 -0.04867 0.57876
O: -2.94858 0.50198 2.35628
N: 1.30753 1.34534 -0.03790
N: 1.31662 -1.74061 -0.37328
N: 0.35380 0.10416 2.68333
C: 1.48900 0.71185 3.09971
C: 2.41911 -3.94715 -0.98710
C: 1.82828 5.38200 -1.45456
C: 3.84542 -3.72569 -0.51740
C: 3.88947 -3.23366 0.93101
C: 0.58530 1.03988 5.28435
C: 1.13420 0.43689 -1.24360
C: -6.55399 -0.03655 -0.99462
C: 2.19240 0.47514 0.74700
C: 4.53810 -0.34828 0.29123
C: 3.80630 0.21752 2.49371
C: -0.60486 -0.13271 3.59348
C: 0.59158 4.77260 -1.46984
C: 1.45049 2.83452 -0.31872
C: -1.83565 -2.21429 -1.36787
C: 0.01443 -3.78126 -0.82365
C: 4.01275 3.83453 1.88782
C: 3.20689 -0.00162 -0.29060
C: -6.55642 0.04075 0.39150
C: -1.25893 -3.17114 -0.31803
C: 4.84464 -0.17554 1.57061
C: -1.11749 3.18255 -0.82506
C: -1.60681 3.01204 0.61758
C: -1.56651 2.14572 -1.84450
C: 5.25273 3.26099 -0.23663
C: -5.35371 0.12773 1.06491
C: -4.16234 0.04784 -1.02443
C: -0.52283 0.30611 4.89496
C: 0.35849 3.53319 -0.88376
C: 0.99104 -5.69567 -1.90650
C: 2.57658 0.63290 2.14161
C: 1.27678 -3.14997 -0.71302
C: 4.69190 -3.01028 -1.57433
C: 3.95173 3.06879 0.56005
C: -1.11448 -2.72940 1.14002
C: 2.15610 -0.74658 -1.14523
C: 2.23515 -5.16503 -1.63587
C: 2.84149 4.75338 -0.77814
C: -4.14255 0.12369 0.36570
C: 2.70020 3.48983 -0.19958
C: -2.92690 0.22058 1.19756
C: -0.11216 -5.02519 -1.41851
C: 1.61358 1.22709 4.37635
C: -5.36238 -0.02504 -1.70686
H: -0.30079 -1.99691 1.36477
H: -1.98632 -3.98075 -0.26173
H: 4.91525 -3.03760 1.24553
H: -1.10560 2.21018 1.15836
H: -2.01253 -2.79086 -2.27594
H: -1.46825 -0.67618 3.26386
H: 3.79838 5.24871 -0.68117
H: 0.66283 1.43768 6.28785
H: 3.12169 -5.73913 -1.87935
H: -2.78253 -1.79473 -1.04730
H: -7.49108 0.03538 0.93487
H: -2.04908 -2.34754 1.53592
H: 1.09463 1.00734 -2.15525
H: -2.64762 2.20784 -1.95521
H: 0.88610 -6.64305 -2.42011
H: 2.51684 1.74910 4.65134
H: 3.46748 0.84394 -0.93665
H: -5.33719 0.20516 2.14358
H: 6.03102 2.61025 0.16801
H: 1.98513 6.34509 -1.92266
H: -2.68279 2.82643 0.64447
H: 3.48765 -4.01566 1.57971
H: 3.90918 2.03017 0.80346
H: 4.28848 -2.04705 -1.87735
H: -1.09803 -5.46857 -1.49941
H: 3.29222 -2.34056 1.10723
H: 5.71452 -2.86441 -1.22814
H: 5.62894 4.28224 -0.16828
H: 4.26774 -4.72913 -0.46616
H: -1.41848 3.92972 1.17690
H: -1.31587 1.12718 -1.57640
H: 2.45386 -1.13172 -2.11706
H: 5.12568 3.02000 -1.29435
H: 4.72972 -3.63088 -2.47140
H: -1.61148 4.09057 -1.16281
H: -5.37941 -0.07198 -2.78710
H: 5.85788 -0.31080 1.92896
H: -1.16169 -1.40536 -1.66549
H: 3.12399 3.65068 2.49664
H: -0.80772 -3.58572 1.73830
H: -1.12370 2.35818 -2.81997
H: -0.24305 5.28622 -1.92899
H: -3.25081 0.06059 -1.59370
H: -1.33038 0.08622 5.57814
H: 4.89615 3.53658 2.45938
H: 4.07554 4.90934 1.70763

Values from the calculation:
Lowest unoccupied orbital energy (eV): -7.591
Charge: +2
Frontier orbital gap (eV): 5.99
HOMO level (eV): -13.58
Energy (Eh): -4859.1968

=====

[4]
Below is one molecule with the formula C5H7NO3S at a distorted geometry, with properties calculated with the ωB97M-V functional and the def2-TZVPD basis.

Cartesian coordinates (Å):
S: 1.73300 -0.78249 -2.33775
O: 3.10975 0.02855 0.52353
O: 2.75221 -2.08482 0.57413
O: -0.95389 0.01524 0.07780
N: 2.50509 -0.97774 0.21886
C: 0.91018 0.80767 -2.43799
C: -1.25784 -0.68701 1.31384
C: 1.23962 -0.89132 -0.56747
C: 0.38650 1.26111 -1.33965
C: 0.29964 0.35332 -0.13928
H: 1.18456 1.33689 -3.35059
H: -0.24212 2.08593 -1.48045
H: -2.37206 -0.85705 1.38482
H: -0.42109 -1.32805 1.42719
H: -1.13429 0.01315 2.17013
H: 0.73697 0.83482 0.73196
H: 0.64397 -1.77015 -0.41335

Values from the calculation:
Lowest unoccupied orbital energy (eV): 0.245
Energy relative to the best compared isomer or geometry (same formula, charge and spin) (kcal per mole): 95.3
Frontier orbital gap (eV): 9.24
HOMO level (eV): -9.00
Energy (Eh): -873.2131

=====

[5]
Below is a 4-piece molecular cluster, C55H47NO9S overall at a distorted geometry, with properties calculated with the ωB97M-V functional and the def2-TZVPD basis.

Cartesian coordinates (Å):
S: 9.69064 0.19936 1.19067
O: -5.89705 -0.72462 0.73478
O: -8.89564 -4.00116 3.69807
O: 10.92493 -0.05471 2.13166
O: 2.29839 1.01417 -1.59273
O: -13.27094 2.07558 -4.99087
O: 10.14832 0.98640 -0.25074
O: 8.61481 1.23536 2.07279
O: -0.83679 3.88507 1.63790
O: -9.57268 -1.75699 -4.61331
N: 14.15253 -2.03331 -1.41243
C: 0.15005 1.33104 -0.69847
C: -2.01019 1.71833 0.31944
C: 7.73251 0.42923 2.95064
C: -11.97358 0.71866 -3.58062
C: 1.58517 1.65512 -0.83067
C: 16.18991 -2.73976 0.14048
C: -5.92113 -0.28189 3.49433
C: 12.30109 -0.19201 -1.92898
C: 2.14975 2.75630 -0.02523
C: -8.22961 -3.23211 3.01602
C: -7.42678 -2.50557 0.77141
C: 4.06028 4.08517 0.65092
C: 1.86882 4.57943 1.54200
C: -5.99438 -0.10190 4.87639
C: -10.40077 -0.85852 -4.69839
C: -2.54398 0.64931 -0.40204
C: -10.65614 -0.79106 -2.22376
C: -6.60891 -1.45679 1.41256
C: -12.40006 1.21764 -4.90314
C: -12.52713 1.27207 -2.41967
C: -11.75907 0.67489 -6.11719
C: -10.15005 -0.79041 -7.17323
C: 3.52049 3.03684 -0.09738
C: -0.66199 2.06383 0.16625
C: -1.73773 -0.06808 -1.28540
C: 3.23371 4.86021 1.46391
C: 15.59421 -1.73687 -1.02864
C: -6.80873 -0.93210 5.64612
C: -12.14218 0.79477 -1.16577
C: 12.72279 0.55074 -0.52933
C: -0.11047 3.20731 0.92005
C: 6.77928 0.44305 5.54763
C: -7.43204 -2.62416 -0.62371
C: 7.80641 1.09460 4.44825
C: -0.39190 0.26963 -1.43496
C: -8.18911 -3.62349 -1.23727
C: -11.21471 -0.24223 -1.06858
C: -11.50605 0.68433 -8.52636
C: 11.48228 1.60171 -0.15419
C: -11.02801 -0.30135 -3.48257
C: 13.65181 -3.22521 -0.57044
C: 13.37851 -1.29642 -2.48339
C: 6.46790 1.45899 6.83491
C: -10.51152 -0.28806 -8.42514
C: 6.15812 0.46849 2.39139
C: 14.87938 -3.72321 0.43370
C: -7.54005 -1.95388 5.03665
C: -8.18846 -3.37900 1.54673
C: -6.66533 -1.29727 2.87910
C: 1.32779 3.51890 0.80316
C: -12.13050 1.16717 -7.37538
C: -7.46405 -2.14040 3.65019
C: -8.93152 -4.51252 -0.46044
C: -8.93365 -4.39241 0.92998
C: -10.77919 -0.31158 -6.01662
H: -10.01803 -0.65751 -9.32149
H: 8.90696 0.91681 4.87532
H: 12.22224 0.66597 -2.75019
H: 7.25437 -0.53078 6.03323
H: 12.87412 -0.16237 0.38627
H: -10.92154 -0.62050 -0.09170
H: 11.50496 2.48302 -0.95477
H: -11.79293 1.07062 -9.50202
H: -12.56800 1.23111 -0.26496
H: 5.73570 0.12133 5.12721
H: 11.64084 2.13100 0.89176
H: 8.04225 -0.69541 3.04349
H: 5.89435 2.43553 6.51558
H: 14.91168 -4.59525 1.21656
H: 17.25693 -2.78798 0.62130
H: -3.58978 0.37800 -0.27602
H: -8.19755 -3.70922 -2.32159
H: -9.92866 -1.59653 -2.13995
H: 7.57041 2.26116 4.41692
H: 1.23055 5.18573 2.18262
H: -9.51992 -5.08651 1.52960
H: 5.12580 4.29794 0.59741
H: -2.64690 2.27715 1.00334
H: -2.15594 -0.89539 -1.85459
H: -9.37484 -1.55183 -7.10320
H: 6.08796 0.64331 1.23508
H: -6.87327 -0.78572 6.72217
H: -5.28702 0.37323 2.89926
H: -13.25560 2.07833 -2.48801
H: -6.85079 -1.93694 -1.23631
H: 0.23272 -0.29834 -2.12220
H: 12.74019 -2.12367 -3.05922
H: 16.28040 -0.88912 -1.51336
H: 5.65703 -0.53960 2.75735
H: 5.63631 1.33522 3.01090
H: 5.82002 0.92336 7.67848
H: 7.47684 1.77930 7.38520
H: 4.17222 2.43856 -0.73213
H: 11.24292 -0.70805 -1.90826
H: 3.65265 5.68147 2.04136
H: -5.41897 0.68951 5.35177
H: -9.51426 -5.29712 -0.93808
H: 12.58182 -3.73986 -0.60638
H: 13.68134 1.21559 -0.72291
H: 14.12625 -0.87037 -3.30933
H: -8.17101 -2.59970 5.64527
H: -12.90263 1.92988 -7.46180

Values from the calculation:
Lowest unoccupied orbital energy (eV): -1.222
Frontier orbital gap (eV): 6.40
HOMO level (eV): -7.62
Energy (Eh): -3253.8026

=====

[6]
Below is C4H4N2 as an isolated structure at a distorted geometry, with properties calculated with the ωB97M-V functional and the def2-TZVPD basis.

Cartesian coordinates (Å):
N: 0.64703 -0.31819 -0.23512
N: 1.63712 0.66880 -0.42197
C: -0.22326 -0.47411 0.90019
C: -1.54671 -0.00826 -1.76460
C: -1.40820 -0.53213 0.27722
C: -0.47427 -0.24751 -1.07518
H: 2.49545 0.41837 0.08465
H: -2.39883 -0.68106 0.61878
H: 0.10234 -0.42693 1.83025
H: 1.16933 1.60100 -0.21422

Values from the calculation:
Lowest unoccupied orbital energy (eV): 0.572
Energy relative to the best compared isomer or geometry (same formula, charge and spin) (kcal per mole): 170.8
Frontier orbital gap (eV): 9.99
HOMO level (eV): -9.42
Energy (Eh): -264.0543